# 1
Below is the molecule C2H6N6, with properties calculated with wB97M-V/def2-TZVPD.

```
14
Properties=species:S:1:pos:R:3:forces:R:3
C 1.3957 -0.4904 0.6712 1.723 1.712 0.749
C -0.7852 0.9520 -0.1529 0.028 1.426 -0.074
H 0.7506 0.5096 1.1630 2.665 -3.284 -0.459
H 1.2789 -1.4922 1.2259 -0.467 1.643 -1.035
H 2.6204 -0.3681 0.6596 -3.230 0.186 -0.098
H 1.2868 0.0554 -1.3336 1.283 2.260 -2.690
H -1.4002 -1.9662 -0.6882 -0.809 -0.443 0.054
H 0.7828 2.3983 -0.4552 -1.200 -1.595 0.463
N 0.8070 -0.4872 -0.7345 5.407 -6.113 4.578
N -0.4296 -0.3174 -0.5936 -6.076 4.515 0.233
N -1.3565 -1.2178 -0.0075 -0.561 -0.628 -1.425
N -2.6247 -0.4155 0.0945 4.849 0.856 0.748
N -2.1917 0.7574 0.2146 -1.639 0.802 -0.535
N -0.1343 2.0821 -0.0632 -1.972 -1.336 -0.511
```
Forces are in eV/Å.

Calculated values
SMILES string: [H]/N=c1/nn[nH]n1NC
HOMO level, Eh: -0.3141
Energy above the lowest of the compared OMol25 structures with the same formula, charge and spin, kcal/mol: 115.8
Orbital gap, eV: 8.4
Spin multiplicity: 1

***

# 2
Below is the ion C2H6NO with charge -1, with properties calculated with wB97M-V/def2-TZVPD.

```
10
Properties=species:S:1:pos:R:3:forces:R:3
C -1.0034 0.2251 -0.1820 -0.194 -0.119 -0.196
O -0.9272 1.5542 -0.1013 -0.071 0.245 0.042
C 0.3650 -0.4273 -0.3775 0.427 -0.307 -0.458
N 1.3392 -0.0330 0.6560 0.006 -0.308 -0.189
H -1.6400 -0.1787 -1.0291 -0.003 0.067 0.037
H -1.4512 -0.2794 0.7281 0.014 -0.004 0.114
H 0.7579 -0.1139 -1.3559 0.026 0.212 0.169
H 0.3089 -1.5260 -0.4650 -0.102 0.032 0.377
H 1.3728 0.9794 0.5769 -0.164 0.092 0.133
H 0.8779 -0.2004 1.5496 0.062 0.089 -0.028
```
Forces are in eV/Å.

Calculated values
Charge: -1
SMILES string: NCC[O-]
HOMO level, Eh: -0.0833
Energy above the lowest of the compared OMol25 structures with the same formula, charge and spin, kcal/mol: 0.0
Orbital gap, eV: 7.3
Spin multiplicity: 1